C32H28Cl5N4O6Ti as an isolated structure. Source: the OMol25 dataset; level of theory: the ωB97M-V functional and the def2-TZVPD basis.

For the HOMO energy (alpha / beta), the calculation gives -0.2030 / -0.2803 Eh. The calculation puts the LUMO energy (alpha / beta) at -1.280 / -1.278 eV. As for the spin multiplicity: 2. Its net charge is 0. The value obtained for the relative energy (zero: lowest compared OMol25 entry of this formula, charge and spin) is 0.9625 eV.

Geometry (Å):
Ti -0.0765 0.0155 0.0185
C 1.2340 3.1309 6.3207
C 0.5959 2.6716 5.0366
C -0.7714 2.4355 4.9620
C -1.4643 1.9908 3.8053
C -2.8614 1.9244 3.9473
N -3.8470 1.3332 3.1836
C -3.6351 0.0679 2.4939
C -3.0112 -1.0117 3.3834
C -2.3195 -2.1122 2.5942
N -3.2722 -2.9781 1.8711
C -3.8321 -2.9207 0.6957
C -3.8202 -1.9958 -0.3806
C -4.7801 -2.2658 -1.3906
C -4.9527 -1.4700 -2.4924
C -5.9317 -1.8026 -3.5833
C -4.1512 -0.3201 -2.5695
C -3.1605 -0.0307 -1.6546
C -2.3795 1.1854 -1.8630
N -1.2339 1.4969 -1.3986
C -0.7337 2.7768 -1.9714
C 0.4422 3.4492 -1.2811
C 1.5448 2.4861 -0.8546
N 1.0448 1.7854 0.3163
C 1.3927 2.2416 1.4706
C 0.7130 2.0381 2.7007
C 1.3299 2.5061 3.8852
C -0.6587 1.6863 2.6250
O -1.1680 1.2106 1.5435
C -2.9205 -0.9040 -0.5569
O -1.9186 -0.7331 0.2029
H 0.5232 3.0948 7.1460
H 1.5970 4.1575 6.2389
H 2.0853 2.5023 6.5851
H -1.3643 2.5996 5.8562
H -3.2495 2.4105 4.8350
H -4.7458 1.3995 3.6317
H -2.9657 0.2591 1.6639
H -4.6038 -0.2509 2.1019
H -3.7446 -1.4345 4.0779
H -2.2319 -0.5452 3.9908
H -1.7858 -2.7839 3.2658
H -1.6050 -1.6995 1.8888
H -3.5374 -3.7975 2.3975
H -4.4945 -3.7634 0.5196
H -5.3974 -3.1515 -1.2831
H -6.6086 -2.5978 -3.2738
H -5.4101 -2.1400 -4.4811
H -6.5331 -0.9344 -3.8558
H -4.2957 0.3615 -3.4031
H -2.8675 1.8884 -2.5465
H -1.5681 3.4802 -2.0254
H -0.4359 2.5441 -2.9947
H 0.1118 3.9964 -0.3956
H 0.8370 4.1844 -1.9868
H 2.4554 3.0373 -0.6022
H 1.7924 1.7701 -1.6388
H 2.2319 2.9423 1.4927
H 2.3899 2.7341 3.8623
Cl -0.5613 -3.4474 0.0555
C -0.8356 -2.7251 -1.5069
C -0.3700 -1.4328 -1.7441
C -0.3701 -1.0757 -3.0851
Cl 0.4815 0.3631 -3.5769
C -1.0291 -1.7978 -4.0822
Cl -1.1286 -1.2040 -5.6971
C -1.6532 -2.9939 -3.7493
Cl -2.5718 -3.8597 -4.9207
C -1.5057 -3.4905 -2.4570
Cl -2.1997 -5.0170 -2.0468
O 2.1156 -1.7409 2.7972
C 1.6933 -1.2313 1.8040
O 0.4337 -0.8302 1.6234
C 2.5286 -0.9322 0.5259
O 3.7182 -1.0651 0.4675
O 1.7312 -0.5369 -0.4413

Cartesian forces (eV/Å) of the 6 atoms listed first:
0.04 0.82 0.45
0.01 0.01 0.00
-0.06 -0.01 0.01
0.05 0.04 0.03
-0.02 -0.02 0.00
-0.03 -0.01 -0.04